{"formula": "C23H65Cl2HfN9O4P3", "method": "ωB97M-V/def2-TZVPD", "species": ["Hf", "C", "C", "C", "O", "H", "H", "H", "H", "H", "H", "H", "O", "P", "N", "C", "C", "N", "C", "C", "N", "C", "C", "H", "H", "H", "H", "H", "H", "H", "H", "H", "H", "H", "H", "H", "H", "H", "H", "H", "H", "O", "P", "N", "C", "C", "N", "C", "C", "N", "C", "C", "H", "H", "H", "H", "H", "H", "H", "H", "H", "H", "H", "H", "H", "H", "H", "H", "H", "H", "O", "P", "N", "C", "C", "N", "C", "C", "N", "C", "C", "H", "H", "H", "H", "H", "H", "H", "H", "H", "H", "H", "H", "H", "H", "H", "H", "H", "H", "Cl", "C", "C", "Cl", "H", "H", "H", "H"], "coordinates": [[0.110, -9.408, 10.077], [-0.234, -13.885, 9.510], [-0.901, -12.964, 10.535], [-1.180, -13.655, 11.907], [-0.479, -11.642, 10.628], [-0.859, -14.749, 9.283], [0.674, -14.251, 9.989], [0.145, -13.476, 8.573], [-1.886, -12.844, 10.085], [-1.338, -14.734, 11.899], [-2.110, -13.393, 12.411], [-0.275, -13.588, 12.511], [-1.882, -10.061, 8.609], [-2.810, -10.225, 7.458], [-4.327, -9.473, 7.692], [-5.239, -9.387, 6.536], [-4.530, -8.310, 8.580], [-3.031, -11.875, 6.960], [-4.213, -12.639, 7.446], [-1.818, -12.618, 6.685], [-2.276, -9.472, 6.007], [-1.693, -8.142, 5.941], [-2.531, -9.941, 4.625], [-6.273, -9.266, 6.862], [-5.068, -10.197, 5.828], [-5.017, -8.419, 6.087], [-3.950, -8.586, 9.461], [-5.552, -8.136, 8.915], [-4.164, -7.423, 8.063], [-4.211, -13.702, 7.204], [-4.270, -12.652, 8.534], [-5.166, -12.337, 7.012], [-1.285, -12.819, 7.614], [-2.058, -13.537, 6.150], [-1.112, -12.071, 6.059], [-1.048, -7.835, 6.764], [-1.232, -7.862, 4.993], [-2.537, -7.460, 6.048], [-3.477, -9.511, 4.295], [-2.610, -11.028, 4.604], [-1.782, -9.658, 3.887], [-2.111, -9.134, 11.371], [-3.331, -8.858, 12.215], [-3.175, -9.531, 13.767], [-4.147, -9.421, 14.900], [-2.306, -10.721, 13.932], [-4.792, -9.506, 11.647], [-4.810, -10.836, 11.193], [-6.133, -8.953, 11.891], [-3.618, -7.138, 12.434], [-2.951, -6.459, 13.585], [-4.145, -6.179, 11.398], [-3.507, -9.246, 15.765], [-4.743, -10.308, 15.112], [-4.804, -8.555, 14.816], [-1.582, -10.755, 13.117], [-2.958, -11.564, 13.703], [-1.789, -10.851, 14.882], [-3.798, -11.140, 10.925], [-5.238, -11.449, 11.986], [-5.437, -10.932, 10.307], [-6.696, -9.535, 12.621], [-5.991, -7.898, 12.123], [-6.665, -9.159, 10.962], [-3.389, -5.463, 13.648], [-3.154, -6.965, 14.529], [-1.889, -6.346, 13.367], [-4.154, -6.563, 10.378], [-3.587, -5.242, 11.377], [-5.128, -5.895, 11.774], [2.269, -10.662, 10.199], [3.483, -11.421, 10.587], [3.814, -12.907, 9.701], [4.935, -13.707, 10.073], [2.960, -13.266, 8.581], [3.496, -11.964, 12.205], [2.782, -13.111, 12.597], [3.848, -11.066, 13.312], [4.910, -10.550, 10.337], [4.989, -9.605, 9.136], [6.224, -10.966, 10.862], [4.735, -14.756, 9.856], [5.130, -13.646, 11.144], [5.869, -13.542, 9.536], [2.060, -12.654, 8.521], [2.747, -14.332, 8.654], [3.541, -13.183, 7.662], [1.790, -12.771, 12.896], [2.709, -13.766, 11.729], [3.248, -13.534, 13.487], [4.421, -10.164, 13.098], [2.945, -10.783, 13.854], [4.309, -11.743, 14.031], [3.996, -9.327, 8.782], [5.630, -8.730, 9.247], [5.381, -10.230, 8.333], [6.853, -11.456, 10.119], [6.179, -11.675, 11.689], [6.769, -10.151, 11.339], [-1.322, -17.478, 12.755], [0.424, -17.815, 12.573], [0.955, -16.817, 11.599], [2.445, -17.019, 10.843], [0.492, -18.827, 12.173], [0.859, -17.682, 13.563], [0.962, -15.781, 11.938], [0.309, -17.040, 10.750]], "charge": 4, "multiplicity": 2, "orbital_gap_ha": [0.110, 0.110], "e_homo_ev": [-17.55, -17.56]}

{"formula": "H16O8", "method": "ωB97M-V/def2-TZVPD", "species": ["H", "H", "H", "H", "H", "H", "H", "H", "H", "H", "H", "H", "H", "H", "H", "H", "O", "O", "O", "O", "O", "O", "O", "O"], "coordinates": [[-0.719, 1.173, -1.770], [-0.641, 0.031, -0.769], [1.598, 4.530, -0.734], [2.719, 5.002, -1.645], [1.969, -0.556, 2.134], [1.094, -1.640, 2.743], [-1.679, -0.353, 1.381], [-2.756, 0.629, 1.809], [-0.546, 3.509, 0.927], [-1.169, 2.226, 1.454], [4.659, 0.871, -2.939], [3.553, -0.127, -2.636], [-0.860, -3.769, -0.478], [-1.013, -4.212, 0.968], [-3.552, -2.250, 0.986], [-4.094, -3.436, 0.205], [-0.392, 0.272, -1.669], [2.557, 4.517, -0.828], [1.485, -1.358, 1.908], [-2.635, -0.252, 1.437], [-0.465, 2.860, 1.635], [3.701, 0.769, -2.960], [-0.496, -4.381, 0.172], [-3.576, -2.631, 0.100]], "smiles": "O.O.O.O.O.O.O.O", "orbital_gap_ha": 0.401, "e_homo_ev": -11.10}

{"formula": "C19H31BiF4N2O10S2SeSi", "method": "ωB97M-V/def2-TZVPD", "species": ["Bi", "C", "C", "C", "C", "O", "Si", "S", "O", "C", "C", "C", "C", "O", "C", "C", "C", "C", "H", "H", "H", "H", "H", "H", "H", "H", "H", "H", "H", "H", "H", "H", "H", "H", "H", "H", "H", "H", "H", "H", "H", "H", "H", "H", "H", "F", "C", "C", "N", "C", "C", "O", "O", "C", "O", "N", "C", "O", "H", "H", "H", "H", "F", "C", "F", "F", "S", "O", "O", "O", "Se"], "coordinates": [[1.610, -1.333, -0.043], [-0.395, 1.697, -2.399], [-1.164, 1.836, -1.092], [-2.649, 2.066, -1.360], [-0.579, 2.961, -0.246], [-0.980, 0.594, -0.411], [-1.682, -0.117, 0.875], [-0.228, -1.279, 1.824], [-3.048, -0.937, 0.440], [-3.234, -2.038, -0.463], [-2.450, -1.824, -1.750], [-2.809, -3.336, 0.213], [-4.730, -2.059, -0.759], [-2.275, 1.082, 1.843], [-3.210, 1.027, 2.913], [-4.617, 1.165, 2.336], [-3.082, -0.272, 3.704], [-2.883, 2.217, 3.810], [-0.490, 2.605, -3.000], [-0.773, 0.848, -2.971], [0.660, 1.528, -2.182], [-2.791, 3.004, -1.902], [-3.201, 2.117, -0.420], [-3.061, 1.251, -1.959], [-0.630, 3.907, -0.792], [0.463, 2.739, -0.013], [-1.135, 3.057, 0.687], [-1.379, -1.775, -1.554], [-2.751, -0.892, -2.233], [-2.614, -2.656, -2.436], [-1.746, -3.319, 0.445], [-2.994, -4.183, -0.452], [-3.372, -3.475, 1.140], [-5.032, -1.118, -1.224], [-5.293, -2.184, 0.169], [-4.974, -2.881, -1.434], [-4.816, 0.338, 1.654], [-4.700, 2.102, 1.781], [-5.364, 1.163, 3.134], [-3.316, -1.131, 3.073], [-3.773, -0.263, 4.551], [-2.064, -0.390, 4.077], [-2.941, 3.142, 3.233], [-1.868, 2.119, 4.197], [-3.581, 2.277, 4.648], [8.044, 1.618, 2.404], [7.453, 1.821, 1.212], [6.339, 1.162, 0.868], [5.729, 1.330, -0.346], [4.419, 0.721, -0.536], [3.320, 1.513, 0.191], [3.581, 2.641, 0.595], [2.192, 0.918, 0.282], [6.181, 2.261, -1.249], [5.658, 2.498, -2.317], [7.351, 2.906, -0.862], [8.059, 2.790, 0.324], [9.064, 3.445, 0.535], [5.865, 0.454, 1.536], [4.451, -0.296, -0.140], [4.202, 0.682, -1.602], [7.693, 3.588, -1.522], [1.599, -6.315, -1.951], [1.735, -5.205, -2.694], [2.939, -4.686, -2.435], [1.730, -5.589, -3.986], [0.385, -3.994, -2.362], [-0.807, -4.733, -2.708], [0.723, -2.881, -3.220], [0.548, -3.727, -0.937], [3.489, -2.300, 1.272]], "charge": -2, "orbital_gap_ha": 0.238, "e_homo_ev": -2.35}

{"formula": "C6H18O3", "method": "ωB97M-V/def2-TZVPD", "species": ["O", "H", "H", "C", "C", "C", "O", "H", "H", "H", "H", "H", "H", "H", "H", "C", "C", "C", "O", "H", "H", "H", "H", "H", "H", "H", "H"], "coordinates": [[-0.292, 1.948, 0.798], [-1.073, 1.480, 0.503], [0.247, 2.036, 0.012], [-0.529, 0.484, -2.860], [0.996, 0.561, -2.429], [2.116, 0.783, -3.437], [1.269, 1.562, -1.442], [-0.630, 1.257, -3.622], [-1.122, 0.745, -1.983], [-0.724, -0.479, -3.331], [1.112, -0.301, -1.771], [2.205, 0.093, -4.276], [3.070, 0.824, -2.911], [1.936, 1.700, -3.998], [1.331, 2.324, -2.023], [-1.765, -0.388, 3.134], [-0.418, -1.037, 2.653], [-0.434, -2.548, 2.869], [-0.159, -0.848, 1.261], [-1.967, -0.741, 4.145], [-2.579, -0.737, 2.499], [-1.772, 0.692, 2.983], [0.375, -0.602, 3.261], [-0.867, -2.894, 3.808], [0.594, -2.911, 2.897], [-0.948, -3.094, 2.079], [0.028, 0.090, 1.183]], "charge": 1, "multiplicity": 2, "orbital_gap_ha": [0.400, 0.149], "e_homo_ev": [-13.66, -13.66]}

{"formula": "C2HCl2NO3", "method": "ωB97M-V/def2-TZVPD", "species": ["C", "C", "N", "O", "O", "O", "Cl", "Cl", "H"], "coordinates": [[0.367, -0.636, 0.295], [-1.193, 0.281, -0.038], [1.538, 0.237, -0.025], [1.298, 1.419, 0.061], [0.357, -1.702, 0.715], [2.594, -0.304, -0.191], [-1.375, 0.025, -1.792], [-2.421, -0.585, 0.816], [-1.165, 1.266, 0.159]], "smiles": "O=C(C(Cl)Cl)[N+](=O)[O-]", "orbital_gap_ha": 0.344, "e_homo_ev": -10.80}